Entry 1:
16
Properties=species:S:1:pos:R:3:lowdin_charge:R:1 method="wB97M-V/def2-TZVPD" lumo_ev=0.4 energy_ha=-359.029695 spin_multiplicity=1 homo_energy_ev=-7.353
C 0.615 -1.854 -0.215 -0.101
C 0.217 -0.465 -0.640 -0.275
C 0.851 0.703 -0.183 -0.225
N 1.430 0.786 1.032 0.101
H -0.196 -2.542 -0.467 0.070
H 0.803 -1.918 0.860 0.063
H 1.498 -2.202 -0.756 0.075
H -0.042 -0.415 -1.697 0.105
H 1.014 1.552 -0.833 0.115
H 1.539 1.708 1.431 0.099
H 1.175 0.073 1.704 0.096
N -1.470 1.552 0.035 -0.019
N -1.610 -0.039 0.301 -0.119
O -2.415 -0.584 -0.439 -0.095
H -1.537 1.636 -0.977 0.058
H -1.871 2.012 0.845 0.052

***

Entry 2:
16
Properties=species:S:1:pos:R:3:lowdin_charge:R:1 method="wB97M-V/def2-TZVPD" lumo_ev=1.0 energy_ha=-359.229079 spin_multiplicity=1 homo_energy_ev=-8.855
N -1.941 -0.581 0.084 -0.016
C -0.871 -1.045 -0.803 -0.255
C 0.521 -0.948 -0.123 -0.196
N 1.229 0.267 -0.512 0.035
C 0.972 1.512 0.086 -0.620
N 1.086 1.473 1.459 0.157
O 0.840 2.509 -0.585 0.052
H -2.296 -1.193 0.801 0.063
H -2.681 -0.124 -0.407 0.051
H -1.021 -0.526 -1.748 0.113
H -1.114 -2.102 -0.992 0.098
H 0.391 -1.015 0.953 0.104
H 1.092 -1.805 -0.483 0.104
H 1.116 0.415 -1.509 0.122
H 1.049 2.390 1.865 0.099
H 1.627 0.772 1.913 0.089

***

Entry 3:
16
Properties=species:S:1:pos:R:3:lowdin_charge:R:1 method="wB97M-V/def2-TZVPD" lumo_ev=0.6 energy_ha=-358.990457 spin_multiplicity=1 homo_energy_ev=-8.594
H -0.376 -1.150 -1.536 0.008
N -0.019 -1.682 -0.737 0.076
C 0.812 -0.722 -0.277 -0.622
N 1.801 -0.903 0.647 0.133
N 0.551 0.543 -0.618 -0.199
O 1.364 1.533 -0.378 -0.022
C -0.615 0.703 0.379 -0.287
C -1.856 -0.027 0.041 -0.186
H 2.131 -1.995 0.746 0.201
H 2.231 -0.019 0.762 0.065
H 1.725 1.799 -1.273 0.161
H -0.519 0.334 1.644 0.181
H -0.787 1.916 0.701 0.162
H -1.674 -0.267 -1.198 0.136
H -2.101 -0.894 0.752 0.085
H -2.668 0.830 0.344 0.109

***

Entry 4:
16
Properties=species:S:1:pos:R:3:lowdin_spin:R:1 method="wB97M-V/def2-TZVPD" lumo_ev="0.9 / -1.4" energy_ha=-359.004311 s_squared=2.0075 spin_multiplicity=3 homo_energy_ev="-6.906 / -9.614"
C -1.043 -0.741 0.856 0.011
C -1.397 -1.063 2.332 0.002
C 0.618 0.818 -2.082 0.116
N -0.031 -0.652 0.182 0.026
N 1.498 0.897 -1.001 0.878
N 1.850 2.068 -0.708 0.836
O 0.356 -0.507 -2.476 0.002
H -2.020 -0.495 0.277 0.001
H -1.976 -0.220 2.837 0.001
H -1.977 -2.018 2.444 0.000
H -0.432 -1.121 3.050 0.000
H -0.358 1.289 -1.701 0.027
H 1.093 1.376 -2.946 0.022
H 1.009 -0.784 0.447 0.005
H 2.596 2.106 0.034 0.072
H 0.215 -0.954 -1.544 0.002

***

Entry 5:
17
Properties=species:S:1:pos:R:3:lowdin_charge:R:1 method="wB97M-V/def2-TZVPD" lumo_ev=0.6 energy_ha=-434.335306 spin_multiplicity=1 homo_energy_ev=-9.412
H -0.679 1.007 -2.085 0.097
N -0.709 0.543 -1.170 0.107
C -0.422 1.044 -0.043 -0.532
N 0.180 2.272 0.158 0.107
C -0.639 0.238 1.184 -0.225
C 0.677 -0.529 1.554 -0.108
H 0.282 2.783 -0.775 0.137
H 0.722 2.443 1.037 0.120
H -1.037 0.944 2.068 0.149
H -1.460 -0.514 0.919 0.126
H 0.633 -1.193 2.522 0.099
H 0.688 -1.384 0.762 0.078
H 1.516 0.263 1.533 0.086
O 0.855 -3.003 -2.788 -0.020
N 0.314 -1.968 -2.452 -0.120
O -0.330 -1.972 -1.224 -0.089
H -0.591 -0.974 -1.201 -0.012

***

Entry 6:
17
Properties=species:S:1:pos:R:3:lowdin_charge:R:1 method="wB97M-V/def2-TZVPD" lumo_ev=-0.5 energy_ha=-434.298052 spin_multiplicity=1 homo_energy_ev=-8.406
C 2.218 0.464 -1.042 -0.196
C -1.499 0.245 2.293 -0.022
O 2.211 -0.703 -0.563 -0.068
N -0.641 0.248 1.375 0.031
H 2.672 0.607 -2.034 0.095
H 2.361 1.299 -0.347 0.094
H 0.727 0.974 -1.485 0.129
H -1.359 0.919 3.135 0.069
H -2.411 -0.354 2.252 0.084
C -0.905 -0.514 0.158 -0.725
N 0.175 -1.454 -0.004 0.092
N -0.453 0.803 -1.124 0.108
O -2.038 -0.917 -0.148 -0.042
H -0.822 1.609 -0.631 0.075
H 0.838 -1.567 0.748 0.089
H 0.003 -2.152 -0.713 0.103
H -1.076 0.494 -1.868 0.084

***

Entry 7:
21
Properties=species:S:1:pos:R:3:lowdin_charge:R:1 method="wB97M-V/def2-TZVPD" lumo_ev=0.1 energy_ha=-735.118908 spin_multiplicity=1 homo_energy_ev=-10.972
C -0.356 -1.413 -1.255 0.043
N 0.315 -1.417 0.068 -0.451
O 0.082 -0.470 0.790 0.053
O 1.058 -2.333 0.333 0.071
H -1.419 -1.271 -1.082 0.095
H -0.132 -2.318 -1.803 0.094
H 0.023 -0.547 -1.796 0.086
C -2.526 -1.475 2.537 0.041
N -3.344 -0.275 2.884 -0.455
O -4.550 -0.383 2.756 0.051
O -2.758 0.716 3.237 0.081
H -2.931 -2.287 3.134 0.099
H -1.494 -1.268 2.788 0.084
H -2.646 -1.667 1.477 0.089
C 3.230 2.445 -2.599 0.046
N 2.632 2.187 -1.256 -0.448
O 1.578 1.589 -1.219 0.053
O 3.218 2.634 -0.292 0.079
H 2.822 3.387 -2.959 0.102
H 2.894 1.663 -3.269 0.092
H 4.304 2.501 -2.473 0.095

***

Entry 8:
17
Properties=species:S:1:pos:R:3:lowdin_charge:R:1 method="wB97M-V/def2-TZVPD" lumo_ev=0.8 energy_ha=-757.255751 spin_multiplicity=1 homo_energy_ev=-8.120
C -0.351 1.386 -2.349 -0.135
N -1.296 1.235 -1.275 -0.132
C -0.692 1.394 0.154 -0.068
C 0.045 0.097 0.502 -0.545
N 1.251 0.218 0.994 -0.261
S 1.994 -1.418 1.248 0.634
N -0.808 -0.833 0.154 -0.076
O -2.102 -0.677 -0.099 -0.041
H -0.879 0.986 -3.321 0.110
H 0.415 0.618 -2.186 0.080
H 0.048 2.381 -2.680 0.088
H -1.878 1.991 -1.381 0.074
H -0.021 2.136 0.160 0.065
H -1.518 1.505 0.928 0.150
H 3.257 -1.025 1.424 -0.187
H -0.517 -1.805 -0.063 0.155
H -2.034 -0.287 -1.009 0.090

***

Entry 9:
16
Properties=species:S:1:pos:R:3:lowdin_charge:R:1 method="wB97M-V/def2-TZVPD" lumo_ev=0.6 energy_ha=-682.155885 spin_multiplicity=1 homo_energy_ev=-9.278
H -1.412 -1.510 -1.316 0.054
N -2.055 -0.907 -0.774 0.106
C -1.407 0.028 -0.220 -0.562
N -1.998 0.865 0.689 0.104
C 0.111 0.219 -0.502 -0.603
S 0.799 1.916 -0.450 0.754
C 0.842 -0.777 0.414 -0.305
N 2.276 -0.997 0.110 -0.013
H -3.040 0.842 0.572 0.127
H -1.551 1.761 0.851 0.054
H 0.312 -0.053 -1.527 0.080
H 0.737 2.115 0.872 -0.138
H 0.338 -1.763 0.398 0.116
H 0.787 -0.390 1.451 0.118
H 2.410 -1.138 -0.899 0.072
H 2.852 -0.210 0.330 0.038

***

Entry 10:
16
Properties=species:S:1:pos:R:3:lowdin_charge:R:1 method="wB97M-V/def2-TZVPD" lumo_ev=0.8 energy_ha=-682.095442 spin_multiplicity=1 homo_energy_ev=-8.108
H -0.869 -1.225 -1.789 0.029
N -0.207 -1.959 -1.511 0.078
C 0.190 -1.670 -0.346 -0.313
N -0.214 -0.649 0.477 -0.233
N 0.411 -0.542 1.726 0.035
C -0.875 0.537 0.019 -0.256
C -0.029 1.459 -0.876 -0.565
S 1.283 2.301 0.016 0.704
H 1.008 -2.285 0.154 0.131
H -0.316 -0.458 2.446 0.094
H 1.008 -1.337 1.971 0.085
H -1.797 0.288 -0.521 0.114
H -1.267 1.071 0.916 0.126
H 0.417 0.990 -1.801 0.087
H -0.657 2.281 -1.217 0.059
H 1.912 1.197 0.336 -0.172

***

Entry 11:
16
Properties=species:S:1:pos:R:3:lowdin_charge:R:1 method="wB97M-V/def2-TZVPD" lumo_ev=0.6 energy_ha=-681.979177 spin_multiplicity=1 homo_energy_ev=-8.997
C 0.532 1.170 -1.554 -0.312
C -0.049 -0.163 -1.003 -0.223
C 0.486 -1.413 0.906 -0.405
H -1.117 2.512 -2.178 0.130
H -1.142 2.068 -0.282 0.178
H 0.626 1.015 -2.584 0.075
H 1.456 1.533 -1.219 0.076
H 0.444 -1.189 -1.107 0.091
H -1.072 -0.167 -1.312 0.082
H 0.998 -1.999 0.171 0.104
H 0.307 -2.726 2.440 0.159
H -1.503 -0.291 2.887 -0.022
N -0.336 2.353 -1.261 -0.113
N -0.201 -0.326 0.500 0.000
N 0.642 -1.653 2.162 -0.450
S -0.070 -0.723 3.435 0.629

***

Entry 12:
16
Properties=species:S:1:pos:R:3:lowdin_charge:R:1 method="wB97M-V/def2-TZVPD" lumo_ev=0.8 energy_ha=-682.129903 spin_multiplicity=1 homo_energy_ev=-8.976
H -0.270 -1.130 -2.028 -0.001
N -0.289 -0.162 -2.085 0.144
C -0.044 0.349 -0.938 -0.574
N 0.217 1.729 -0.936 -0.397
S -0.450 2.713 0.267 0.739
N -0.007 -0.302 0.300 -0.192
C 1.193 -0.108 1.138 -0.077
C -0.682 -1.588 0.386 -0.082
H 0.117 2.128 -1.881 0.086
H -1.711 2.240 0.197 -0.134
H 2.006 -0.753 0.849 0.076
H 1.584 0.917 1.079 0.060
H 0.989 -0.267 2.216 0.092
H -0.709 -1.827 1.458 0.085
H -0.222 -2.456 -0.090 0.082
H -1.721 -1.482 0.067 0.093

***

Short version: relative energy (zero: lowest compared OMol25 entry of this formula, charge and spin) = 563.8; 40.3; 666.8; 79.4; 501.1; 598.9; 19.9; 399.8; 26.3; 185.0; 490.2; 94.5 kJ/mol, in the order given.